No. 1
Entry from the Open Molecules 2025 dataset: a cluster of 8 separate species, C12H40N4O8 in total at a distorted geometry (ωB97M-V with the def2-TZVPD basis set).

Geometry as XYZ:
```
64
Properties=species:S:1:pos:R:3:nbo_charge:R:1
N -4.180 -0.679 0.383 -0.82
C -3.815 -1.903 0.519 0.77
N -4.750 -2.732 0.972 -0.83
O -2.543 -2.331 0.223 -0.77
H -3.408 -0.005 0.441 0.45
H -5.128 -0.390 0.767 0.39
H -4.423 -3.723 1.018 0.42
H -5.732 -2.525 0.784 0.39
N 1.280 -0.106 1.427 -0.85
C 0.372 -1.032 1.366 0.77
N -0.016 -1.035 0.111 -0.91
O -0.185 -1.845 2.395 -0.75
H 1.606 0.059 2.372 0.43
H 1.532 0.416 0.588 0.41
H -0.813 -1.643 -0.114 0.45
H 0.377 -0.664 -0.735 0.42
C 0.267 -2.152 -3.280 -0.64
C 1.444 -1.589 -2.515 -0.08
O 1.219 -0.253 -2.195 -0.74
H 0.422 -3.244 -3.490 0.22
H 0.307 -1.745 -4.258 0.20
H -0.714 -1.975 -2.808 0.22
H 2.322 -1.810 -3.038 0.17
H 1.555 -2.067 -1.516 0.19
H 1.065 0.258 -3.015 0.49
C -3.211 1.728 2.444 -0.61
C -2.024 0.851 2.118 -0.09
O -1.748 1.166 0.752 -0.76
H -4.163 1.455 1.969 0.18
H -3.036 2.739 2.285 0.21
H -3.469 1.587 3.495 0.20
H -2.317 -0.168 2.298 0.19
H -1.179 1.103 2.795 0.18
H -1.108 0.522 0.436 0.49
C -2.275 0.465 -2.263 -0.65
C -2.397 0.461 -3.762 -0.07
O -1.816 1.669 -4.260 -0.73
H -1.209 0.780 -2.056 0.21
H -2.452 -0.540 -1.839 0.23
H -2.864 1.281 -1.858 0.21
H -3.442 0.281 -4.085 0.16
H -1.858 -0.377 -4.114 0.17
H -2.265 2.418 -3.936 0.46
C 2.834 2.524 0.362 -0.65
C 2.207 2.907 -0.944 -0.06
O 1.347 3.956 -0.709 -0.71
H 3.399 1.593 0.432 0.21
H 2.070 2.440 1.122 0.22
H 3.594 3.245 0.587 0.22
H 1.674 2.115 -1.536 0.15
H 2.979 3.235 -1.639 0.15
H 1.023 4.294 -1.587 0.47
C 3.083 -0.908 4.110 -0.28
O 2.883 0.404 3.640 -0.75
H 2.249 -1.582 4.049 0.21
H 3.272 -0.867 5.190 0.17
H 4.003 -1.311 3.622 0.19
H 2.801 0.985 4.382 0.49
C 4.254 -1.158 0.034 -0.26
O 4.761 -0.606 1.251 -0.74
H 4.971 -1.607 -0.668 0.19
H 3.864 -0.327 -0.585 0.15
H 3.484 -1.805 0.357 0.18
H 4.015 -0.248 1.723 0.47
```

DFT total energy	-1302.0300	a.u.
largest force on an atom	7.804	eV Å⁻¹
ΔE to the lowest compared entry with this formula, charge and spin	276.78	kJ/mol
SMILES string	NC(N)=O.NC(N)=O.CCO.CCO.CCO.CCO.CO.CO
Kohn-Sham gap	9.117	eV

No. 2
Entry from the Open Molecules 2025 dataset: a cluster of 8 separate species, C12H40O12 in total at a distorted geometry (ωB97M-V with the def2-TZVPD basis set).

Geometry as XYZ:
```
64
Properties=species:S:1:pos:R:3:nbo_charge:R:1
O -17.213 -26.438 -5.581 -0.74
C -16.638 -25.881 -4.390 -0.09
C -17.269 -24.561 -4.015 -0.09
O -16.708 -23.537 -4.801 -0.72
H -16.851 -25.990 -6.350 0.48
H -16.779 -26.611 -3.597 0.18
H -15.566 -25.722 -4.539 0.18
H -17.117 -24.420 -2.930 0.16
H -18.359 -24.628 -4.124 0.17
H -17.037 -22.681 -4.514 0.48
O -14.380 -32.596 -5.297 -0.72
C -15.327 -31.957 -4.458 -0.10
C -16.184 -32.943 -3.673 -0.09
O -15.531 -33.417 -2.501 -0.75
H -13.727 -33.026 -4.737 0.47
H -14.852 -31.297 -3.721 0.15
H -15.988 -31.331 -5.058 0.19
H -16.341 -33.808 -4.314 0.19
H -17.105 -32.431 -3.370 0.16
H -15.136 -32.668 -2.036 0.48
O -23.519 -30.836 -7.785 -0.74
C -23.269 -31.748 -6.699 -0.10
C -21.861 -31.499 -6.193 -0.09
O -21.764 -30.242 -5.538 -0.74
H -23.928 -31.321 -8.504 0.48
H -23.990 -31.487 -5.918 0.17
H -23.388 -32.786 -7.008 0.18
H -21.217 -31.509 -7.076 0.19
H -21.574 -32.296 -5.508 0.19
H -22.339 -29.638 -6.023 0.49
O -19.007 -33.361 -1.353 -0.72
C -19.624 -32.367 -0.532 -0.10
C -20.784 -32.829 0.316 -0.10
O -22.028 -32.286 -0.119 -0.74
H -19.595 -33.673 -2.046 0.46
H -18.805 -31.949 0.050 0.18
H -19.977 -31.561 -1.190 0.17
H -20.637 -32.471 1.341 0.17
H -20.845 -33.919 0.388 0.17
H -21.949 -32.022 -1.043 0.48
C -23.512 -31.056 -2.817 -0.26
O -22.143 -30.721 -2.673 -0.76
H -24.143 -30.167 -2.913 0.17
H -23.675 -31.721 -3.668 0.16
H -23.852 -31.580 -1.922 0.19
H -21.840 -30.471 -3.557 0.50
C -18.593 -29.490 -3.518 -0.25
O -17.838 -29.308 -4.700 -0.74
H -18.685 -30.566 -3.348 0.18
H -18.147 -29.025 -2.639 0.15
H -19.629 -29.171 -3.689 0.17
H -17.785 -28.358 -4.845 0.48
C -15.770 -30.136 -0.472 -0.24
O -14.814 -30.968 -1.104 -0.74
H -16.007 -29.259 -1.079 0.16
H -16.685 -30.707 -0.333 0.19
H -15.415 -29.833 0.517 0.17
H -14.005 -30.481 -1.280 0.48
C -18.507 -31.140 -7.536 -0.25
O -18.242 -32.528 -7.682 -0.73
H -17.627 -30.502 -7.605 0.18
H -19.293 -30.836 -8.237 0.15
H -18.922 -30.993 -6.538 0.19
H -17.552 -32.642 -8.340 0.47
```

DFT total energy	-1383.9309	a.u.
largest force on an atom	1.213	eV Å⁻¹
ΔE to the lowest compared entry with this formula, charge and spin	6.61	kJ/mol
SMILES string	OCCO.OCCO.OCCO.OCCO.CO.CO.CO.CO
Kohn-Sham gap	9.567	eV

No. 3
Entry from the Open Molecules 2025 dataset: a cluster of 8 separate species, C12H40O8 in total at a distorted geometry (ωB97M-V with the def2-TZVPD basis set).

Geometry as XYZ:
```
60
Properties=species:S:1:pos:R:3:nbo_charge:R:1
C -2.212 -2.048 -2.339 -0.64
C -3.437 -1.122 -2.611 -0.05
O -3.702 -0.893 -3.952 -0.71
H -1.279 -1.535 -2.575 0.20
H -2.244 -2.913 -3.002 0.20
H -2.161 -2.391 -1.305 0.22
H -3.388 -0.170 -2.082 0.17
H -4.304 -1.650 -2.213 0.15
H -3.846 -1.748 -4.364 0.46
C 1.097 3.402 2.215 -0.64
C 1.611 2.350 3.222 -0.06
O 1.239 2.745 4.515 -0.71
H 0.021 3.576 2.209 0.22
H 1.402 3.097 1.214 0.20
H 1.600 4.367 2.278 0.20
H 2.683 2.188 3.116 0.16
H 1.143 1.407 2.941 0.17
H 1.965 3.282 4.842 0.47
C 2.469 -4.817 -0.228 -0.63
C 1.882 -3.434 0.077 -0.06
O 1.070 -2.943 -1.020 -0.75
H 2.979 -4.912 -1.187 0.22
H 1.694 -5.577 -0.136 0.21
H 3.172 -5.078 0.563 0.20
H 2.673 -2.720 0.310 0.14
H 1.234 -3.489 0.952 0.15
H 0.854 -2.023 -0.849 0.49
C -2.833 0.976 2.528 -0.63
C -2.303 -0.472 2.654 -0.07
O -2.978 -1.370 1.743 -0.73
H -3.826 1.035 2.972 0.21
H -2.786 1.326 1.497 0.21
H -2.196 1.683 3.059 0.22
H -2.291 -0.880 3.665 0.16
H -1.272 -0.503 2.303 0.16
H -2.517 -2.198 1.895 0.46
C 3.918 0.618 1.007 -0.25
O 3.039 -0.464 1.324 -0.76
H 4.695 0.258 0.332 0.18
H 3.423 1.450 0.505 0.19
H 4.375 1.056 1.895 0.17
H 3.485 -1.235 1.682 0.49
C -0.221 0.784 -0.007 -0.25
O 0.291 -0.526 0.201 -0.76
H -1.245 0.720 -0.377 0.19
H -0.256 1.331 0.935 0.17
H 0.371 1.368 -0.711 0.16
H 1.104 -0.473 0.709 0.50
C -3.134 2.827 -2.147 -0.24
O -3.608 4.118 -1.993 -0.73
H -3.931 2.258 -2.627 0.17
H -2.209 2.769 -2.720 0.18
H -2.926 2.517 -1.123 0.15
H -4.447 4.148 -1.528 0.47
C 2.935 -0.138 -2.824 -0.24
O 2.344 -0.021 -4.080 -0.71
H 3.251 0.793 -2.352 0.14
H 2.169 -0.444 -2.112 0.16
H 3.768 -0.836 -2.898 0.19
H 1.595 0.573 -3.997 0.46
```

DFT total energy	-1082.9670	a.u.
largest force on an atom	2.480	eV Å⁻¹
ΔE to the lowest compared entry with this formula, charge and spin	409.35	kJ/mol
SMILES string	CCO.CCO.CCO.CCO.CO.CO.CO.CO
Kohn-Sham gap	10.042	eV

No. 4
Entry from the Open Molecules 2025 dataset: a structure of composition C12H41NO9 at a distorted geometry (ωB97M-V with the def2-TZVPD basis set).

Geometry as XYZ:
```
63
Properties=species:S:1:pos:R:3:nbo_charge:R:1
C 25.460 22.684 -18.993 -0.65
C 24.313 23.024 -19.982 0.16
C 23.252 21.842 -19.809 -0.39
C 22.377 22.031 -18.585 -0.40
C 21.814 23.439 -18.542 -0.41
C 22.797 24.657 -18.562 0.14
N 23.760 24.382 -19.679 -0.25
O 24.617 25.466 -19.926 -0.65
C 21.898 25.843 -19.002 -0.61
C 23.457 25.025 -17.166 -0.64
C 24.692 22.984 -21.452 -0.58
H 25.243 22.695 -17.925 0.21
H 26.255 23.429 -18.994 0.18
H 25.872 21.727 -19.315 0.21
H 22.612 22.048 -20.667 0.20
H 23.749 20.876 -19.717 0.21
H 22.962 21.873 -17.678 0.19
H 21.674 21.199 -18.622 0.21
H 21.322 23.344 -17.574 0.21
H 21.108 23.545 -19.365 0.21
H 22.439 26.767 -19.206 0.20
H 21.273 25.558 -19.848 0.21
H 21.261 26.148 -18.172 0.21
H 24.204 24.301 -16.841 0.21
H 23.879 26.030 -17.165 0.20
H 22.697 25.044 -16.385 0.21
H 23.829 23.471 -21.907 0.27
H 24.822 21.980 -21.856 0.21
H 25.564 23.633 -21.525 0.15
H 24.139 25.995 -20.569 0.41
O 26.346 25.236 -21.850 -0.99
H 26.142 24.304 -21.922 0.43
H 25.879 25.525 -21.065 0.49
O 25.098 27.272 -20.444 -0.87
H 25.791 27.445 -19.808 0.47
H 25.400 27.693 -21.249 0.47
O 23.691 26.360 -21.491 -0.86
H 24.343 26.830 -20.971 0.43
H 22.888 26.871 -21.386 0.48
O 27.805 26.704 -22.119 -0.98
H 27.116 27.327 -22.351 0.43
H 27.417 25.845 -22.283 0.47
O 26.786 27.157 -19.386 -0.82
H 26.561 27.239 -18.459 0.49
H 26.989 26.229 -19.502 0.52
O 27.730 23.823 -20.488 -0.93
H 26.785 23.749 -20.621 0.47
H 27.824 24.079 -19.570 0.45
O 23.770 25.415 -23.293 -1.01
H 23.441 25.989 -22.601 0.46
H 24.621 25.116 -22.973 0.44
C 26.263 22.084 -24.753 -0.64
C 26.900 22.582 -23.456 0.09
C 28.447 22.685 -23.502 -0.65
O 26.332 23.737 -22.835 -0.70
H 25.523 22.803 -25.103 0.23
H 25.757 21.140 -24.550 0.21
H 27.037 21.903 -25.498 0.21
H 26.626 21.762 -22.793 0.18
H 29.044 21.881 -23.932 0.22
H 28.873 22.995 -22.548 0.24
H 28.709 23.556 -24.101 0.20
H 26.458 24.511 -23.389 0.51
```

DFT total energy	-1212.9598	a.u.
largest force on an atom	16.561	eV Å⁻¹
ΔE to the lowest compared entry with this formula, charge and spin	1660.70	kJ/mol
Kohn-Sham gap	7.777	eV